[1]
{"formula": "C22H62N4O10", "method": "ωB97M-V/def2-TZVPD", "elements": ["C", "C", "O", "O", "H", "H", "H", "H", "H", "H", "C", "C", "O", "O", "H", "H", "H", "H", "H", "H", "C", "C", "O", "O", "H", "H", "H", "H", "H", "H", "C", "C", "C", "O", "C", "N", "H", "H", "H", "H", "H", "H", "H", "H", "H", "H", "H", "C", "C", "C", "O", "C", "N", "H", "H", "H", "H", "H", "H", "H", "H", "H", "H", "H", "C", "C", "C", "O", "C", "N", "H", "H", "H", "H", "H", "H", "H", "H", "H", "H", "H", "C", "C", "C", "O", "C", "N", "H", "H", "H", "H", "H", "H", "H", "H", "H", "H", "H"], "positions_angstrom": [[0.13, 8.62, 2.74], [-0.77, 7.60, 3.45], [-1.83, 8.15, 4.17], [0.73, 9.63, 3.58], [-0.41, 9.14, 1.95], [0.97, 8.12, 2.26], [-0.27, 7.03, 4.24], [-1.03, 6.81, 2.75], [-1.59, 8.73, 4.90], [1.07, 10.29, 2.97], [-3.22, 12.59, 2.32], [-2.79, 11.16, 1.99], [-3.58, 10.22, 2.72], [-4.45, 12.96, 1.85], [-2.43, 13.27, 1.99], [-3.16, 12.76, 3.40], [-1.78, 10.94, 2.33], [-2.87, 10.90, 0.94], [-3.04, 9.48, 3.02], [-5.10, 12.63, 2.48], [0.51, 12.92, 2.15], [2.05, 12.77, 2.44], [2.51, 11.46, 2.36], [0.20, 12.57, 0.80], [0.21, 13.96, 2.28], [-0.04, 12.27, 2.84], [2.19, 13.08, 3.47], [2.70, 13.41, 1.84], [3.40, 11.45, 2.73], [0.60, 13.32, 0.35], [3.56, 11.66, -3.72], [4.07, 11.63, -2.23], [4.63, 10.22, -1.71], [3.56, 9.27, -1.64], [2.79, 9.43, -0.46], [5.17, 12.53, -2.21], [2.65, 11.07, -3.79], [4.30, 11.30, -4.44], [3.33, 12.62, -4.17], [3.21, 11.90, -1.61], [5.10, 10.32, -0.74], [5.44, 9.94, -2.39], [3.39, 9.54, 0.44], [2.13, 8.57, -0.36], [2.20, 10.35, -0.54], [4.79, 13.44, -2.42], [5.45, 12.69, -1.25], [2.66, 6.51, 4.77], [2.86, 5.26, 5.60], [3.39, 4.03, 4.90], [2.39, 3.32, 4.17], [2.88, 2.30, 3.33], [3.79, 5.56, 6.73], [3.61, 6.84, 4.35], [2.32, 7.31, 5.43], [2.00, 6.42, 3.91], [1.92, 4.94, 6.05], [3.92, 3.34, 5.55], [4.16, 4.37, 4.21], [2.05, 2.13, 2.64], [3.13, 1.42, 3.91], [3.72, 2.62, 2.71], [4.70, 5.82, 6.36], [3.74, 4.78, 7.36], [-1.30, 7.96, 8.20], [-0.19, 8.58, 7.27], [-0.54, 9.95, 6.77], [-1.87, 9.99, 6.20], [-2.37, 11.31, 6.08], [0.96, 8.50, 8.09], [-1.35, 8.46, 9.16], [-1.05, 6.93, 8.49], [-2.24, 8.05, 7.66], [-0.08, 7.99, 6.36], [0.19, 10.23, 6.00], [-0.50, 10.63, 7.62], [-3.43, 11.35, 5.86], [-1.79, 11.80, 5.30], [-2.29, 11.82, 7.03], [1.79, 8.85, 7.62], [1.19, 7.53, 8.22], [-2.54, 4.69, 7.58], [-2.68, 5.20, 6.16], [-1.78, 4.44, 5.15], [-1.86, 3.03, 5.07], [-0.66, 2.43, 4.49], [-4.08, 4.98, 5.83], [-2.60, 3.61, 7.72], [-3.25, 5.11, 8.30], [-1.62, 4.91, 8.12], [-2.54, 6.28, 6.30], [-0.77, 4.77, 5.42], [-1.97, 4.84, 4.15], [-0.55, 2.79, 3.47], [-0.91, 1.39, 4.27], [0.27, 2.76, 4.96], [-4.20, 5.11, 4.83], [-4.46, 4.06, 6.01]], "gap_ev": [8.09, 2.47], "fmax_ev_per_a": 3.95, "total_charge": 1, "e_above_lowest_kj_mol": 0.00, "multiplicity": 2, "lumo_ev": [-2.63, -8.26]}

=====

[2]
{"formula": "C22H62N5O11", "method": "ωB97M-V/def2-TZVPD", "elements": ["C", "C", "C", "O", "C", "N", "H", "H", "H", "H", "H", "H", "H", "H", "H", "H", "H", "H", "C", "C", "C", "O", "C", "N", "H", "H", "H", "H", "H", "H", "H", "H", "H", "H", "H", "H", "C", "C", "C", "O", "C", "N", "H", "H", "H", "H", "H", "H", "H", "H", "H", "H", "H", "H", "C", "C", "C", "O", "C", "N", "H", "H", "H", "H", "H", "H", "H", "H", "H", "H", "H", "H", "C", "C", "C", "O", "C", "N", "H", "H", "H", "H", "H", "H", "H", "H", "H", "H", "H", "H", "O", "C", "O", "O", "H", "O", "C", "O", "O", "H"], "positions_angstrom": [[-1.25, -3.41, -2.82], [-0.79, -4.42, -1.78], [0.67, -4.86, -2.07], [1.12, -5.83, -1.10], [0.65, -7.14, -1.23], [-0.82, -3.77, -0.39], [-1.69, -3.32, -0.13], [-0.47, -4.39, 0.32], [-0.12, -3.04, -0.37], [-0.47, -2.65, -2.94], [-2.22, -2.96, -2.60], [-1.32, -3.85, -3.82], [-1.53, -5.17, -1.51], [1.44, -4.09, -1.98], [0.76, -5.27, -3.08], [0.54, -7.51, -2.25], [-0.24, -7.31, -0.63], [1.40, -7.77, -0.76], [3.50, -1.22, -2.15], [2.98, 0.23, -2.21], [3.36, 1.30, -1.19], [2.54, 2.45, -1.42], [2.72, 3.37, -0.28], [3.24, 0.80, -3.60], [2.79, 0.27, -4.33], [2.73, 1.67, -3.58], [4.21, 0.87, -3.89], [3.27, -1.46, -1.11], [4.58, -1.24, -2.27], [3.06, -1.94, -2.84], [1.92, 0.27, -2.44], [4.42, 1.47, -1.03], [3.01, 0.91, -0.23], [3.74, 3.48, 0.08], [2.14, 2.99, 0.57], [2.42, 4.39, -0.53], [0.79, -1.49, 6.11], [0.94, -1.94, 4.66], [-0.22, -2.66, 3.98], [-1.37, -1.81, 4.08], [-2.49, -2.34, 3.50], [1.27, -0.60, 3.89], [1.39, -0.75, 2.90], [0.68, 0.17, 4.18], [2.20, -0.29, 4.15], [-0.12, -0.90, 6.23], [1.60, -0.90, 6.52], [0.53, -2.32, 6.76], [1.93, -2.37, 4.52], [-0.28, -3.62, 4.48], [0.05, -2.73, 2.92], [-3.10, -1.50, 3.18], [-3.02, -2.92, 4.25], [-2.35, -2.81, 2.52], [-1.06, 3.54, 1.83], [-2.44, 3.35, 2.47], [-3.55, 4.00, 1.65], [-4.80, 3.67, 2.26], [-6.02, 4.11, 1.58], [-2.68, 1.85, 2.76], [-2.00, 1.57, 3.45], [-3.62, 1.89, 3.13], [-2.66, 1.13, 2.05], [-0.22, 3.20, 2.44], [-0.90, 4.60, 1.64], [-1.01, 3.00, 0.88], [-2.50, 3.80, 3.45], [-3.61, 3.68, 0.60], [-3.46, 5.08, 1.65], [-6.45, 3.37, 0.90], [-5.82, 5.05, 1.07], [-6.69, 4.38, 2.40], [-2.42, 2.44, -2.82], [-1.50, 1.69, -3.79], [-0.11, 2.38, -3.70], [0.73, 1.91, -4.71], [0.49, 2.39, -5.99], [-1.33, 0.24, -3.37], [-2.25, -0.13, -3.54], [-0.72, -0.25, -4.01], [-1.02, 0.12, -2.42], [-3.40, 1.97, -2.88], [-2.59, 3.41, -3.29], [-2.11, 2.61, -1.79], [-1.93, 1.66, -4.79], [0.29, 2.37, -2.69], [-0.26, 3.45, -3.86], [1.25, 2.03, -6.69], [0.50, 3.48, -5.93], [-0.53, 2.20, -6.32], [5.32, 1.70, 3.15], [4.09, 1.20, 3.42], [3.86, 0.65, 4.53], [3.29, 1.24, 2.50], [5.72, 1.54, 4.01], [0.67, 0.66, 0.30], [0.57, -0.61, 0.10], [0.15, -0.97, -1.00], [1.01, -1.31, 0.97], [0.98, 0.59, 1.20]], "gap_ev": 6.31, "fmax_ev_per_a": 4.34, "total_charge": 3, "e_above_lowest_kj_mol": 193.50, "lumo_ev": -7.56}